{
  "formula": "C9H16N2O2",
  "method": "wB97M-V/def2-TZVPD",
  "e_above_lowest_kcal_mol": 104.6,
  "e_homo_ev": -9.2,
  "charge": 0,
  "smiles": "O=c1cc[nH]c(=O)[nH]1.CCCCC",
  "e_lumo_ha": 0.00970,
  "elements": ["O", "C", "C", "C", "N", "C", "O", "N", "H", "H", "H", "H", "C", "C", "C", "C", "C", "H", "H", "H", "H", "H", "H", "H", "H", "H", "H", "H", "H"],
  "positions_angstrom": [[2.732, -0.395, -2.113], [1.604, 0.003, -1.794], [0.396, -0.208, -2.674], [-0.773, 0.582, -2.341], [-0.703, 1.410, -1.295], [0.455, 1.836, -0.585], [0.387, 2.928, 0.046], [1.463, 1.105, -0.977], [0.438, -0.703, -3.706], [-1.627, 0.564, -2.882], [-1.511, 2.084, -1.000], [2.333, 1.697, -0.553], [-2.707, -0.281, 0.431], [-1.588, -0.006, 1.562], [-0.324, -0.805, 1.004], [0.970, -0.502, 1.673], [2.214, -1.477, 1.468], [-2.318, -0.160, -0.571], [-3.156, -1.261, 0.502], [-3.773, 0.177, 0.448], [-1.905, -0.207, 2.588], [-1.368, 1.120, 1.706], [-0.614, -1.861, 1.107], [-0.283, -0.695, 0.054], [0.878, -0.229, 2.859], [1.220, 0.506, 1.171], [2.468, -1.204, 0.403], [3.167, -1.452, 2.159], [1.926, -2.565, 1.311]],
  "atomic_forces_ev_per_a": [[-1.734, 0.052, 1.448], [0.957, 0.009, -4.657], [-2.663, 1.563, 0.491], [6.506, -2.481, 0.406], [-2.598, 3.423, 2.589], [-4.574, 3.128, -1.339], [0.994, -3.517, -1.023], [5.664, 2.736, 3.412], [0.167, 0.453, 2.137], [-2.517, -0.029, -1.616], [1.765, -1.990, -1.075], [-1.721, -2.764, -1.599], [-1.866, 0.642, 1.436], [-0.054, 1.491, -1.887], [-2.387, -1.820, 7.467], [2.112, 2.276, 3.004], [-0.077, -0.321, -1.616], [0.025, -0.056, 0.105], [0.903, -1.072, 0.109], [2.019, 0.661, 0.379], [0.021, -0.942, -0.294], [-0.121, -1.466, -0.926], [0.179, -0.031, 0.230], [0.418, 1.109, -6.472], [-0.182, -0.792, -2.837], [0.257, -1.456, 1.554], [0.720, -0.413, 1.103], [-2.240, 0.431, -1.285], [0.028, 1.176, 0.758]]
}


{
  "formula": "C9H16N2O2S",
  "method": "wB97M-V/def2-TZVPD",
  "e_above_lowest_kcal_mol": 78.4,
  "e_homo_ev": [-7.7, -7.6],
  "charge": 0,
  "e_lumo_ha": [-0.02419, -0.03155],
  "elements": ["C", "C", "C", "C", "C", "C", "C", "C", "C", "N", "N", "O", "O", "S", "H", "H", "H", "H", "H", "H", "H", "H", "H", "H", "H", "H", "H", "H", "H", "H"],
  "positions_angstrom": [[0.253, -0.012, 0.502], [1.283, 0.884, 0.778], [-1.109, 0.025, 0.937], [0.785, -1.190, -0.198], [0.911, 2.296, 1.140], [0.434, -1.122, -1.739], [-3.999, -1.329, -0.074], [3.504, 1.357, -0.109], [-3.102, -1.128, 1.142], [2.488, 0.603, 0.461], [2.194, -1.366, -0.238], [-1.718, 0.981, 1.385], [-1.763, -1.140, 0.805], [2.888, -2.092, 0.978], [0.337, -2.114, 0.093], [0.035, 2.204, 1.939], [0.421, 2.901, 0.311], [1.780, 2.866, 1.565], [0.619, -2.063, -2.160], [0.978, -0.375, -2.199], [-0.581, -0.800, -1.876], [-3.574, -0.984, -0.917], [-4.172, -2.390, -0.304], [-4.915, -0.829, 0.145], [4.442, 1.015, 0.354], [3.501, 1.146, -1.266], [3.395, 2.410, -0.139], [-3.135, -1.947, 1.879], [-3.510, -0.199, 1.593], [3.983, -2.107, 0.344]],
  "atomic_forces_ev_per_a": [[1.549, -0.285, 1.288], [-3.334, 1.942, -1.033], [-0.550, 1.258, 0.491], [-1.027, -0.708, -3.731], [-1.731, 1.153, 2.073], [-1.296, 0.119, 2.362], [-0.703, -2.580, 2.680], [1.172, -1.288, -2.672], [-2.182, -0.460, 0.821], [0.407, -2.750, -0.395], [-0.008, 3.264, -0.091], [0.591, 0.620, -0.005], [1.678, -0.193, -0.857], [-0.704, -1.478, 2.695], [-0.357, -0.694, 0.860], [1.994, 0.414, -1.548], [0.821, -1.015, 0.748], [-0.842, -0.491, -0.375], [0.205, -1.258, -0.859], [1.638, 1.473, -0.898], [-0.835, -0.286, 0.006], [1.545, 1.810, -2.888], [-0.195, 0.168, 0.300], [-0.855, 0.168, -0.244], [0.024, 0.578, -0.559], [0.354, -0.008, 1.902], [-0.237, 1.285, 0.744], [-0.774, 0.261, -0.216], [1.209, -0.537, 0.094], [2.443, -0.482, -0.692]]
}


{
  "formula": "C9H16N2O5S",
  "method": "wB97M-V/def2-TZVPD",
  "e_above_lowest_kcal_mol": 80.1,
  "e_homo_ev": -8.9,
  "charge": 0,
  "e_lumo_ha": 0.02735,
  "elements": ["C", "C", "C", "C", "C", "C", "C", "C", "C", "H", "H", "H", "H", "H", "H", "H", "H", "H", "H", "H", "H", "H", "H", "H", "H", "N", "N", "O", "O", "O", "O", "O", "S"],
  "positions_angstrom": [[2.830, 2.321, 1.292], [2.579, 0.278, 0.238], [1.979, -1.003, -0.102], [0.386, -2.701, 0.068], [-0.985, -2.947, 0.672], [-2.242, -0.935, 0.347], [-2.823, -0.268, -0.901], [-2.093, 1.910, -0.231], [-0.874, 1.927, -1.152], [2.245, 2.986, 1.913], [3.079, 2.754, 0.311], [3.754, 2.014, 1.782], [0.356, -2.764, -1.015], [1.129, -3.440, 0.408], [-1.181, -4.038, 0.612], [-0.968, -2.692, 1.726], [-2.975, -0.870, 1.173], [-1.333, -0.415, 0.711], [-3.754, -0.762, -1.165], [-2.139, -0.400, -1.759], [-2.539, 2.916, -0.182], [-1.735, 1.656, 0.775], [-0.530, 0.884, -1.385], [-1.117, 2.442, -2.080], [0.565, 2.085, 0.076], [3.738, 0.467, -0.297], [2.717, -1.747, -0.885], [1.994, 1.154, 1.065], [0.824, -1.365, 0.418], [-2.030, -2.302, 0.011], [-3.144, 1.088, -0.660], [0.189, 2.673, -0.578], [4.096, -0.904, -1.204]],
  "atomic_forces_ev_per_a": [[-0.038, -0.233, -0.519], [0.161, -0.419, -0.174], [0.961, -0.148, -0.285], [0.008, 0.060, 0.001], [0.410, -0.767, 0.012], [-0.189, 0.143, 0.306], [0.354, -0.070, 0.238], [0.254, 0.657, 0.039], [0.136, -0.270, -0.411], [-0.045, 0.095, 0.005], [-0.144, 0.088, 0.497], [-0.090, 0.038, 0.042], [-0.131, -0.061, -0.204], [-0.207, 0.281, 0.117], [0.073, 0.562, -0.063], [0.027, 0.132, 0.387], [0.118, -0.013, -0.253], [-0.262, -0.515, -0.433], [-0.114, -0.011, 0.006], [-0.137, 0.086, 0.336], [0.334, -0.287, 0.053], [-0.147, -0.049, 0.084], [-0.289, 0.793, 0.109], [-0.090, -0.244, -0.152], [0.422, -0.028, 0.457], [0.348, -0.835, -0.615], [-0.346, 0.631, 0.449], [0.197, 0.185, 0.059], [-0.684, -0.458, 0.222], [-0.017, 0.330, -0.296], [-0.296, -0.317, -0.303], [-0.367, -0.085, -0.112], [-0.210, 0.731, 0.403]]
}


{
  "formula": "C9H16N2O6",
  "method": "wB97M-V/def2-TZVPD",
  "e_above_lowest_kcal_mol": 66.2,
  "e_homo_ev": -9.2,
  "charge": 0,
  "smiles": "C[C@@H](O)[C@H](N)C(=O)N[C@@H](CCC(=O)O)C(=O)O",
  "e_lumo_ha": 0.01191,
  "elements": ["C", "C", "O", "C", "N", "C", "O", "N", "C", "C", "C", "C", "O", "O", "C", "O", "O", "H", "H", "H", "H", "H", "H", "H", "H", "H", "H", "H", "H", "H", "H", "H", "H"],
  "positions_angstrom": [[-0.980, -1.020, -3.346], [-2.028, -0.110, -2.642], [-2.461, -0.810, -1.593], [-1.436, 1.276, -2.333], [-1.041, 1.924, -3.594], [-0.269, 1.171, -1.211], [0.859, 1.567, -1.433], [-0.741, 0.534, 0.016], [0.201, -0.349, 0.880], [-0.393, -0.267, 2.282], [0.336, 0.854, 3.101], [1.854, 0.572, 3.074], [2.145, -0.572, 3.239], [2.719, 1.636, 3.135], [0.347, -1.835, 0.485], [-0.375, -2.199, -0.456], [1.437, -2.411, 0.986], [-0.119, -0.786, -2.739], [-0.573, -0.566, -4.245], [-1.297, -2.005, -3.359], [-2.801, 0.077, -3.489], [-2.282, -1.765, -1.699], [-2.223, 1.930, -1.946], [-0.248, 1.544, -4.015], [-0.664, 2.849, -3.398], [-1.671, 0.107, -0.228], [1.185, 0.043, 0.710], [-0.023, -1.096, 2.903], [-1.523, -0.142, 2.193], [0.133, 1.969, 2.898], [0.089, 0.597, 4.197], [2.379, 2.410, 2.730], [1.723, -1.821, 1.759]],
  "atomic_forces_ev_per_a": [[1.368, 4.340, 0.699], [0.533, 0.291, -5.360], [-2.106, -1.319, 2.401], [0.836, 0.347, 0.637], [-0.900, 1.023, 1.308], [-0.844, -1.000, 0.400], [-0.826, -0.444, 0.592], [1.174, -0.468, -1.773], [-2.556, 0.736, -0.901], [0.887, 1.351, 0.778], [-0.464, 1.356, 0.828], [-1.915, 1.666, 0.970], [1.988, -0.678, -0.382], [0.443, -2.924, 0.329], [-1.740, 1.855, -3.912], [2.072, -1.078, 2.567], [-0.561, 0.464, 1.217], [0.679, -1.315, 0.745], [-0.842, -0.577, -0.859], [-0.237, -1.929, -0.388], [0.437, -0.041, 1.653], [0.044, 0.895, 0.305], [-0.022, -0.246, 0.345], [1.420, -1.554, -0.687], [-0.584, 0.142, 0.286], [1.372, 0.031, 0.715], [0.547, 0.613, 0.375], [-1.047, -0.417, -0.542], [1.644, -0.349, 0.508], [-0.122, -1.824, 0.104], [0.283, 0.978, -1.412], [-0.921, 1.152, -0.543], [-0.038, -1.076, -1.003]]
}


{
  "formula": "C9H16N2P",
  "method": "wB97M-V/def2-TZVPD",
  "e_above_lowest_kcal_mol": 18.6,
  "e_homo_ev": -13.3,
  "charge": 1,
  "smiles": "[H]/P=C(/C)n1cc[n+]([C@H](C)CC)c1",
  "e_lumo_ha": -0.13884,
  "elements": ["H", "P", "C", "C", "N", "C", "C", "N", "C", "C", "C", "C", "C", "H", "H", "H", "H", "H", "H", "H", "H", "H", "H", "H", "H", "H", "H", "H"],
  "positions_angstrom": [[2.947, 2.059, 0.182], [4.107, 1.327, 0.315], [3.283, -0.070, 0.174], [3.722, -1.389, 0.367], [1.589, -0.258, -0.279], [1.088, -1.331, -0.851], [-0.295, -1.127, -0.999], [-0.538, 0.174, -0.634], [-1.903, 0.636, -0.505], [-1.968, 2.047, -1.020], [-2.423, 0.492, 1.005], [-2.327, -0.979, 1.289], [0.630, 0.656, -0.119], [4.861, -1.372, 0.232], [3.473, -1.830, 1.269], [3.419, -1.967, -0.502], [1.598, -2.262, -0.909], [-0.997, -1.893, -1.417], [-2.520, 0.014, -1.098], [-2.180, 2.065, -2.052], [-2.866, 2.622, -0.528], [-1.054, 2.730, -0.907], [-3.520, 0.705, 1.102], [-1.933, 1.081, 1.763], [-1.308, -1.256, 1.415], [-2.756, -1.413, 0.346], [-2.895, -1.136, 2.116], [0.764, 1.676, 0.244]],
  "atomic_forces_ev_per_a": [[-0.506, 0.881, -0.342], [0.328, 0.554, 0.231], [-3.862, 0.521, -0.710], [3.546, -1.241, -2.701], [2.963, 3.147, 1.747], [-3.092, -1.658, -0.194], [1.955, -1.193, -1.103], [1.282, -2.094, 0.780], [-0.151, 2.854, 2.608], [-1.072, 3.003, 1.480], [-0.696, -0.438, -1.559], [0.431, 0.801, -2.939], [-0.734, 0.712, -0.594], [-1.387, -0.120, 0.615], [-0.635, -0.954, 1.772], [0.000, -0.558, 0.232], [0.254, -0.304, -0.403], [0.478, 1.386, 0.569], [-0.418, -0.717, -0.608], [-0.186, -0.043, -1.411], [1.750, -1.105, -0.831], [-1.127, -1.259, 0.267], [0.946, 0.414, -0.694], [0.543, 0.536, -0.109], [0.711, -0.693, 0.248], [0.262, -0.545, 1.326], [-1.525, -1.305, 2.388], [-0.056, -0.582, -0.064]]
}


{
  "formula": "C9H16N3",
  "method": "wB97M-V/def2-TZVPD",
  "e_above_lowest_kcal_mol": 16.7,
  "e_homo_ev": -12.0,
  "charge": 1,
  "e_lumo_ha": -0.10564,
  "elements": ["C", "C", "N", "N", "N", "H", "H", "H", "H", "H", "H", "H", "H", "C", "C", "C", "C", "C", "C", "C", "H", "H", "H", "H", "H", "H", "H", "H"],
  "positions_angstrom": [[-0.798, -1.690, -1.707], [-2.122, -1.264, 0.299], [-2.018, -1.262, -1.015], [-3.153, -0.698, 0.916], [-1.172, -1.817, 1.034], [-2.668, -0.828, -1.647], [-3.800, -0.064, 0.476], [-3.366, -0.799, 1.894], [-0.271, -2.147, 0.738], [-1.278, -1.927, 2.006], [-0.568, -2.690, -1.331], [0.073, -1.050, -1.675], [-1.058, -1.911, -2.741], [2.927, 0.903, 1.823], [0.103, 1.483, -1.388], [1.408, 1.016, -1.603], [-0.259, 1.764, -0.081], [2.326, 0.976, -0.571], [0.600, 1.559, 0.992], [1.919, 1.202, 0.744], [-0.536, 1.538, -2.256], [1.689, 0.665, -2.590], [-1.263, 2.126, 0.121], [3.332, 0.669, -0.765], [0.274, 1.738, 2.007], [3.799, 1.528, 1.630], [3.270, -0.132, 1.847], [2.610, 1.111, 2.843]],
  "atomic_forces_ev_per_a": [[-0.447, -1.785, -0.180], [0.156, 0.444, -0.174], [1.039, 0.382, -1.006], [-1.126, 0.442, 0.362], [0.660, -0.532, 0.052], [-0.499, 0.244, 0.651], [0.173, -0.231, -0.538], [0.521, -0.272, 0.077], [-0.165, 0.074, -0.770], [-0.434, 0.206, 1.132], [0.349, 0.095, 0.090], [-0.182, 0.402, 0.358], [-0.057, 0.394, -0.048], [0.247, 0.470, 0.318], [1.132, -0.580, 0.221], [-0.165, 0.347, -0.249], [-1.000, 0.153, -0.079], [-0.812, -0.260, 0.025], [0.434, 0.233, -0.328], [0.237, -0.781, 0.300], [-0.392, 0.259, 0.200], [0.137, 0.292, -0.058], [0.019, 0.020, 0.012], [0.465, -0.148, -0.075], [-0.068, 0.015, 0.020], [0.196, -0.071, 0.141], [-0.098, -0.043, -0.370], [-0.318, 0.234, -0.086]]
}